DFT (wB97M-V/def2-TZVPD) results for C28H26N3PtS3 as an isolated structure.

Last column: Mulliken charge in e.
Element x y z (Å)
Pt 1.536 1.214 -1.122  0.52
C -0.462 3.951 -1.185  -1.83
C 0.977 4.312 -1.210  1.54
C 1.327 5.674 -1.225  -0.84
C 2.641 6.058 -1.208  -0.70
C 3.637 5.061 -1.208  1.02
C 5.015 5.376 -1.181  -0.56
C 5.976 4.385 -1.203  -0.85
C 5.592 3.054 -1.286  -0.49
C 4.235 2.710 -1.315  0.70
S 3.808 1.063 -1.510  -0.22
C 3.220 3.706 -1.238  0.33
N 1.903 3.348 -1.210  -0.35
H -1.080 4.844 -1.226  0.44
H -0.692 3.413 -0.263  0.31
H -0.706 3.321 -2.042  0.41
H 0.537 6.409 -1.236  0.41
H 2.918 7.102 -1.200  0.52
H 5.296 6.418 -1.144  0.49
H 7.023 4.642 -1.171  0.46
H 6.337 2.274 -1.335  0.49
S -0.808 0.925 -0.840  -0.02
C -1.064 -0.796 -0.792  0.07
N -2.323 -1.255 -0.610  0.23
C -2.497 -2.679 -0.429  -0.50
C -1.542 -3.432 -1.358  -0.89
N -0.184 -3.006 -1.111  0.31
C 0.842 -4.008 -0.971  -1.39
C 0.571 -4.807 0.289  0.80
C 0.826 -4.228 1.535  -0.17
C 0.626 -4.958 2.697  -0.75
C 0.096 -6.242 2.623  -0.49
C -0.140 -6.830 1.383  -0.66
C 0.070 -6.104 0.218  -0.32
C 0.015 -1.677 -0.939  0.72
S 1.646 -1.062 -0.961  -0.34
C -3.441 -0.352 -0.484  -1.65
C -3.437 0.415 0.820  0.74
C -3.479 1.819 0.820  -0.16
C -3.534 2.516 2.013  -0.76
C -3.584 1.824 3.215  -0.47
C -3.494 0.426 3.223  -0.79
C -3.444 -0.272 2.030  -0.32
H -3.530 -2.951 -0.653  0.53
H -2.276 -2.969 0.610  0.28
H -1.806 -3.230 -2.405  0.34
H -1.634 -4.506 -1.192  0.46
H 1.825 -3.533 -0.914  0.51
H 0.821 -4.667 -1.844  0.45
H 1.216 -3.222 1.599  0.42
H 0.868 -4.526 3.655  0.42
H -0.144 -6.779 3.529  0.43
H -0.481 -7.853 1.324  0.41
H -0.106 -6.570 -0.740  0.44
H -4.361 -0.938 -0.540  0.54
H -3.430 0.348 -1.325  0.55
H -3.513 2.352 -0.118  0.59
H -3.591 3.595 2.010  0.44
H -3.727 2.354 4.146  0.43
H -3.475 -0.107 4.161  0.43
H -3.417 -1.350 2.050  0.38

As for the largest force on an atom: 4.85 eV/Å. As for the net charge: +3. For the total energy, the calculation gives -2559.7762 a.u.